# C14H22AlBClF5NO7S2

C14H22AlBClF5NO7S2 as an isolated structure in a non-equilibrium geometry (the ωB97M-V functional and the def2-TZVPD basis, OMol25).

```
! RIJCOSX wB97M-V def2-TZVPD def2/J DEFGRID3
* xyz -1 1
Cl 3.572 -0.495 5.378
S -3.632 2.420 -6.733
S -0.564 -0.473 -2.436
Al 3.662 -3.265 3.781
F -3.730 -0.208 4.824
F -4.342 0.949 3.005
F 1.607 0.951 4.688
F -2.963 1.878 4.452
F 2.366 1.454 2.652
O 4.352 -0.231 1.508
O 4.486 -2.239 2.460
O 6.012 1.382 2.485
O -2.506 1.487 -7.021
O 2.256 -2.030 3.830
O 5.449 1.399 0.124
O -1.710 -0.426 -1.483
N 2.973 -4.949 3.248
C 0.293 -1.017 1.800
C 2.908 -0.813 3.630
C 0.201 1.158 -2.441
C 1.877 0.396 3.421
C -0.720 0.473 3.537
C -1.244 -0.365 -4.101
C 0.482 -0.075 2.892
C -1.039 -1.439 1.350
C -2.227 -0.888 1.998
C 4.288 -0.855 2.794
C -2.067 0.062 3.110
C -4.883 2.166 -8.006
C -4.594 1.708 -5.385
C -3.293 0.673 3.859
B 5.272 0.811 1.424
H -0.556 1.923 -2.620
H 0.661 1.324 -1.467
H 1.174 -1.482 1.284
H -0.687 1.215 4.365
H -5.774 2.746 -7.761
H -3.266 -1.145 1.689
H 2.535 -5.383 4.062
H 0.968 1.198 -3.215
H 2.294 -4.857 2.487
H -1.806 -1.276 -4.304
H 4.335 -3.240 5.236
H 4.560 1.746 -0.087
H -0.430 -0.275 -4.822
H -4.861 0.678 -5.622
H -1.188 -2.161 0.517
H -3.986 1.727 -4.481
H -4.480 2.509 -8.958
H 5.400 1.948 2.989
H -1.908 0.495 -4.178
H 5.097 -0.698 3.546
H -5.495 2.303 -5.227
H -5.131 1.106 -8.077
*
```

Results
* HOMO energy: -0.2057 Ha
* largest force on an atom: 4.37 eV/Å